DFT (ωB97M-V/def2-TZVPD) results for a molecular structure, C47H55BF4N3O4PdS2 in a non-equilibrium geometry.

Each line ends with the Mulliken spin population.
Positions of all 117 atoms, in Å:
Pd (0.9431, -0.2783, -0.4079)  1.68
C (2.2075, 0.0495, -6.1931)  0.00
C (1.4757, 0.1054, -4.8591)  0.02
C (0.4860, -1.0655, -4.7309)  0.05
C (0.7020, 1.3598, -4.6193)  0.10
C (0.0960, 2.0187, -5.6727)  -0.06
C (-0.8704, 2.9755, -5.4408)  0.17
C (-1.2603, 3.2616, -4.1380)  -0.04
C (-0.6493, 2.6783, -3.0480)  0.15
C (-0.9531, 3.1446, -1.6494)  0.03
C (-0.0723, 4.3659, -1.3471)  0.03
C (-2.4362, 3.4798, -1.4752)  0.00
C (0.4319, 1.7782, -3.2755)  0.15
N (1.2501, 1.4527, -2.2340)  0.40
C (2.5370, 1.8673, -2.2527)  -0.01
O (2.9592, 2.7090, -3.0298)  0.11
C (3.4362, 1.3077, -1.1805)  0.00
C (4.8077, 1.5319, -1.2814)  0.01
C (5.6501, 0.9728, -0.3366)  0.00
C (5.1040, 0.1882, 0.6663)  0.01
C (3.7249, 0.0072, 0.6969)  0.00
N (2.9290, 0.5859, -0.1912)  0.12
C (3.1318, -0.9700, 1.6735)  -0.11
O (3.8507, -1.6830, 2.3512)  0.16
N (1.7822, -1.0631, 1.6615)  0.50
C (1.0982, -1.6866, 2.6676)  0.19
C (1.2366, -1.2870, 4.0283)  0.07
C (0.4885, -1.9427, 4.9920)  -0.02
C (-0.4006, -2.9522, 4.6655)  0.13
C (-0.5228, -3.3646, 3.3479)  -0.04
C (0.2164, -2.7635, 2.3480)  0.08
C (0.2477, -3.3342, 0.9592)  0.03
C (-1.0153, -4.0879, 0.5424)  0.00
C (1.4435, -4.2985, 0.9091)  0.03
C (2.1566, -0.1803, 4.4788)  0.00
C (3.4212, -0.7875, 5.1011)  0.02
C (1.4717, 0.7190, 5.5207)  0.00
H (2.8292, -0.8421, -6.2111)  0.00
H (2.8412, 0.9236, -6.3230)  0.00
H (1.5199, -0.0203, -7.0326)  0.00
H (2.2047, 0.0031, -4.0539)  0.00
H (-0.2374, -1.0504, -5.5437)  0.00
H (-0.0497, -0.9911, -3.7889)  -0.02
H (1.0315, -2.0045, -4.7546)  0.00
H (0.3558, 1.7552, -6.6832)  0.00
H (-1.3420, 3.4806, -6.2677)  0.00
H (-2.0348, 3.9949, -3.9934)  0.01
H (-0.6730, 2.3385, -0.9586)  -0.01
H (-0.3452, 5.1962, -1.9941)  0.00
H (0.9759, 4.1345, -1.5214)  0.00
H (-0.1849, 4.6816, -0.3123)  0.00
H (-2.7176, 4.3417, -2.0737)  0.00
H (-2.6557, 3.7318, -0.4424)  0.00
H (-3.0525, 2.6321, -1.7704)  0.00
H (5.1701, 2.1171, -2.1119)  0.00
H (6.7187, 1.1163, -0.3950)  0.00
H (5.7043, -0.3155, 1.4080)  0.00
H (0.6096, -1.6656, 6.0274)  0.01
H (-0.9794, -3.4335, 5.4374)  0.00
H (-1.1793, -4.1869, 3.1140)  0.01
H (0.4130, -2.5038, 0.2437)  -0.02
H (-1.0880, -5.0441, 1.0588)  0.00
H (-0.9749, -4.2979, -0.5251)  0.00
H (-1.9199, -3.5176, 0.7451)  0.00
H (1.2667, -5.1339, 1.5841)  0.00
H (2.3628, -3.8020, 1.2033)  0.00
H (1.5772, -4.6705, -0.1025)  0.00
H (2.4429, 0.4337, 3.6171)  -0.01
H (3.1563, -1.4582, 5.9154)  0.00
H (4.0637, 0.0016, 5.4838)  0.00
H (3.9720, -1.3551, 4.3565)  0.00
H (1.7119, 0.3965, 6.5307)  0.00
H (0.3926, 0.6908, 5.4020)  0.01
H (1.8036, 1.7478, 5.4189)  0.00
O (-1.1244, -0.3536, -1.4203)  -0.04
S (-2.6134, -0.3601, -1.5253)  0.01
C (-3.1341, -0.7172, 0.2126)  0.00
C (-3.1957, 0.6104, 0.9520)  0.01
C (-3.1258, 0.4674, 2.4739)  0.00
C (-1.7651, 0.0074, 2.9692)  0.02
S (-0.2979, 1.0892, 2.6271)  0.00
O (-0.1519, 1.1523, 1.1337)  0.04
C (-1.0957, 2.6422, 3.1176)  0.01
C (-1.2667, 2.8895, 4.4699)  0.00
C (-1.9019, 4.0486, 4.8798)  0.00
C (-2.3727, 4.9516, 3.9391)  0.00
C (-2.1740, 4.7106, 2.5893)  0.00
C (-1.5180, 3.5605, 2.1776)  0.00
C (-3.0629, -1.9747, -2.2149)  0.00
C (-4.4051, -2.2696, -2.3971)  0.00
C (-4.7579, -3.4878, -2.9502)  0.00
C (-3.7755, -4.3795, -3.3556)  0.00
C (-2.4378, -4.0654, -3.1860)  0.00
C (-2.0779, -2.8565, -2.6145)  0.00
H (-2.3366, -1.3524, 0.5962)  0.00
H (-4.0807, -1.2522, 0.2248)  0.00
H (-4.1206, 1.1232, 0.6879)  0.00
H (-2.3639, 1.2292, 0.6142)  0.00
H (-3.8657, -0.2665, 2.8049)  0.00
H (-3.3894, 1.4213, 2.9346)  0.00
H (-1.4925, -0.9536, 2.5353)  -0.02
H (-1.7638, -0.0980, 4.0525)  0.00
H (-0.9059, 2.1899, 5.2040)  0.00
H (-2.0268, 4.2398, 5.9341)  0.00
H (-2.8733, 5.8514, 4.2649)  0.00
H (-2.5299, 5.4198, 1.8566)  0.00
H (-1.3139, 3.3729, 1.1379)  0.00
H (-5.1650, -1.5551, -2.1127)  0.00
H (-5.8013, -3.7340, -3.0715)  0.00
H (-4.0567, -5.3203, -3.8023)  0.00
H (-1.6713, -4.7525, -3.5058)  0.00
H (-1.0412, -2.6024, -2.4767)  -0.01
F (2.8111, -2.2714, -0.6175)  -0.01
B (2.5087, -2.2154, -1.9704)  0.03
F (3.0658, -1.0600, -2.4700)  0.00
F (2.8011, -3.3261, -2.6575)  0.00
F (1.0720, -1.9916, -1.9753)  0.04

Calculated values
- Largest force on an atom: 2.038 eV/A
- Net charge: +1
- 2S+1: 5
- Kohn-Sham gap (alpha / beta): 0.311 / 0.215 hartree
- LUMO energy (alpha / beta): -0.092 / -0.204 Ha
- Expectation value of S²: 6.055
- E_HOMO (alpha / beta): -10.96 / -11.39 eV